Entry 1:
# C5H28O9

9 unconnected molecules or ions with the total composition C5H28O9 in a non-equilibrium geometry (the ωB97M-V functional and the def2-TZVPD basis, the Open Molecules 2025 dataset).

```
42
Properties=species:S:1:pos:R:3:forces:R:3
C 21.544 19.705 24.292 0.19 -0.21 -0.63
O 21.065 18.984 23.150 0.22 0.33 0.71
H 20.931 19.541 25.177 -0.35 -0.03 0.10
H 22.550 19.350 24.517 0.08 0.03 -0.16
H 21.598 20.773 24.078 0.06 0.03 0.10
H 20.476 19.581 22.682 -0.12 -0.10 -0.17
C 22.912 18.226 27.319 -1.35 1.16 -0.38
C 23.939 17.154 27.672 2.26 -1.27 0.33
O 23.311 16.183 28.460 0.98 1.64 0.46
H 22.722 18.796 28.228 -0.64 -0.45 0.05
H 22.074 17.733 26.827 -0.29 0.31 0.39
H 23.294 18.967 26.617 0.88 -0.47 -0.29
H 24.770 17.606 28.213 -0.42 0.10 0.79
H 24.439 16.708 26.812 -0.71 -0.26 -0.80
H 22.846 15.509 27.958 -0.47 -0.71 -0.79
C 27.127 19.884 28.396 0.16 0.19 -0.29
C 26.129 20.996 28.657 -0.01 -1.09 0.86
O 25.956 21.793 27.519 -0.58 0.54 -0.85
H 28.109 20.341 28.278 0.19 -0.30 0.30
H 26.956 19.338 27.468 -0.39 0.25 -0.24
H 27.106 19.116 29.169 0.26 0.35 0.33
H 26.425 21.648 29.479 0.25 -0.23 0.23
H 25.148 20.592 28.908 -0.15 -0.31 0.28
H 25.143 22.261 27.726 0.07 0.57 -0.43
O 25.551 20.373 22.447 0.17 -0.15 0.25
H 24.814 20.076 21.914 -0.39 -0.29 -0.23
H 26.287 19.830 22.164 0.37 -0.04 -0.11
O 28.472 22.549 26.359 0.39 -0.11 -0.13
H 28.232 23.413 26.025 0.08 0.23 -0.07
H 27.650 22.180 26.683 -0.34 -0.02 0.11
O 24.049 23.189 25.014 0.05 -0.24 0.48
H 23.689 23.446 25.863 -0.29 0.17 0.13
H 24.875 23.670 24.949 0.29 0.22 -0.23
O 25.363 20.071 25.320 -0.30 -0.60 0.19
H 25.325 20.848 25.878 0.31 0.34 0.45
H 25.286 20.411 24.429 -0.10 0.06 -0.74
O 23.574 22.236 22.520 -0.50 -0.15 -0.52
H 23.513 22.490 23.441 -0.03 0.23 0.25
H 24.407 21.768 22.456 0.26 0.30 0.00
O 26.595 17.495 24.633 -0.14 -0.36 0.05
H 26.353 18.421 24.621 -0.20 0.52 0.27
H 27.433 17.460 24.171 0.26 -0.17 -0.06
```
Positions in Å, forces in eV/Å.

The value obtained for the HOMO energy (spin up / spin down) is -12.977 / -12.868 eV. Its electronic energy is -884.0286 Eh. For the orbital gap (spin up / spin down), the calculation gives 9.50 / 2.73 eV. Its spin multiplicity is 2. Its molar mass is 232.27 g/mol. As for the net charge: +1.

Entry 2:
# C5H7NO

C5H7NO in the gas phase (the ωB97M-V functional and the def2-TZVPD basis, the Open Molecules 2025 dataset).

```
14
Properties=species:S:1:pos:R:3:forces:R:3
C -1.744 0.165 0.295 -0.04 0.02 0.12
C -0.446 0.277 -0.486 0.13 -0.12 0.11
C 0.534 1.388 -0.143 0.16 0.31 -0.02
C 1.850 1.068 -0.241 -0.44 0.12 -0.08
N 1.749 -0.474 -0.653 -0.02 -0.13 0.31
C 0.571 -0.798 -0.216 0.04 -0.09 -0.04
O 0.299 -1.774 0.632 0.17 -0.11 -0.20
H -2.335 1.076 0.158 0.11 -0.12 -0.01
H -1.552 0.048 1.364 -0.03 0.02 -0.08
H -2.350 -0.683 -0.047 0.13 0.14 0.08
H -0.667 0.266 -1.570 0.07 0.00 0.25
H 0.199 2.347 0.233 0.03 0.06 -0.33
H 1.129 -2.067 1.044 -0.21 -0.23 -0.22
H 2.555 -1.068 -0.504 -0.09 0.14 0.11
```
Positions in Å, forces in eV/Å.

The value obtained for the HOMO energy is -7.915 eV. Its electronic energy is -324.5737 Eh. For the orbital gap, the calculation gives 8.01 eV. Its spin multiplicity is 1. Its molar mass is 97.12 g/mol. As for the net charge: 0.

Entry 3:
# C6H6

C6H6 in the gas phase (the ωB97M-V functional and the def2-TZVPD basis, the Open Molecules 2025 dataset).

```
12
Properties=species:S:1:pos:R:3:forces:R:3
C 1.933 0.632 -2.126 0.19 -0.11 -0.04
C 0.584 0.982 -1.706 -0.73 -0.07 0.66
C -0.384 0.918 -0.982 0.59 -0.13 -0.25
C -1.124 0.486 0.105 -0.04 -0.29 0.49
C -1.407 -0.113 1.117 0.00 0.34 -0.52
C -1.589 -0.935 2.307 -0.07 -0.03 0.04
H 1.904 -0.408 -2.465 0.17 0.16 -0.13
H 2.525 0.657 -1.203 0.18 0.03 -0.28
H 2.410 1.255 -2.882 -0.18 0.03 0.04
H -1.028 -0.510 3.148 -0.17 -0.08 -0.11
H -1.181 -1.931 2.094 -0.17 0.15 0.15
H -2.643 -1.032 2.592 0.22 0.01 -0.05
```
Positions in Å, forces in eV/Å.

The value obtained for the HOMO energy is -8.788 eV. Its electronic energy is -232.0844 Eh. For the orbital gap, the calculation gives 9.70 eV. Its spin multiplicity is 1. Its molar mass is 78.11 g/mol. As for the structure (SMILES): CC#CC#CC. As for the net charge: 0.

Entry 4:
# IIn

A molecular structure, IIn (the ωB97M-V functional and the def2-TZVPD basis, the Open Molecules 2025 dataset).

```
2
Properties=species:S:1:pos:R:3:forces:R:3
In -0.040 -1.620 0.966 -0.02 -0.75 0.45
I 0.040 1.620 -0.966 0.02 0.75 -0.45
```
Positions in Å, forces in eV/Å.

The value obtained for the HOMO energy is -21.004 eV. Its electronic energy is -486.9533 Eh. For the orbital gap, the calculation gives 4.84 eV. Its spin multiplicity is 1. Its molar mass is 241.72 g/mol. As for the net charge: +2.

Entry 5:
# C43H43I2N7OSbTi

A molecular structure, C43H43I2N7OSbTi in a non-equilibrium geometry (the ωB97M-V functional and the def2-TZVPD basis, the Open Molecules 2025 dataset).

```
98
Properties=species:S:1:pos:R:3:forces:R:3
Ti -0.457 0.434 -0.138 0.04 -0.68 0.39
I 4.360 2.152 5.769 0.08 0.07 0.14
C 3.195 1.400 4.220 -0.09 -0.11 -0.18
C 3.177 0.038 3.971 -0.06 0.07 -0.06
C 2.383 -0.439 2.941 0.38 -0.05 0.38
I 2.277 -2.493 2.636 -0.04 -0.02 0.07
C 1.618 0.401 2.128 0.03 -0.09 -0.33
O 0.929 -0.096 1.145 -0.56 -0.15 -0.55
C 1.617 1.774 2.428 0.25 0.41 0.17
C 0.769 2.763 1.663 0.12 0.04 -0.11
N -0.598 2.269 1.403 0.04 -0.07 -0.38
C -1.418 2.383 2.617 -0.05 0.09 0.06
C -1.001 1.441 3.714 -0.12 0.03 0.43
C -0.726 1.966 4.977 0.06 -0.24 -0.11
C -0.314 1.107 5.980 0.01 -0.09 0.02
C -0.198 -0.247 5.698 -0.05 0.12 -0.04
C -0.523 -0.678 4.420 -0.12 0.15 0.03
N -0.920 0.141 3.450 -0.26 0.11 0.02
C 2.411 2.253 3.459 -0.03 -0.04 0.02
H 3.753 -0.648 4.571 0.04 -0.02 0.05
H 1.242 3.016 0.705 -0.18 -0.14 0.36
H 0.714 3.683 2.262 0.03 -0.01 -0.06
H -1.046 2.874 0.714 0.22 -0.02 0.03
H -2.471 2.250 2.355 0.10 -0.16 0.01
H -1.300 3.402 3.013 -0.15 -0.03 -0.04
H -0.800 3.030 5.150 -0.02 0.05 0.02
H -0.073 1.491 6.963 0.02 -0.01 0.04
H 0.132 -0.956 6.442 0.03 -0.01 0.04
H -0.469 -1.728 4.163 0.00 -0.07 -0.06
H 2.389 3.313 3.682 0.03 0.03 0.02
C -2.419 -4.499 2.277 -0.04 0.01 0.04
C -1.972 -4.276 0.980 0.00 0.01 0.00
C -1.990 -3.003 0.443 0.09 0.02 -0.08
C -2.431 -1.889 1.169 0.03 -0.01 -0.14
C -2.886 -2.133 2.472 -0.01 0.06 0.13
C -2.881 -3.412 3.007 0.06 -0.04 -0.01
N -2.348 -0.655 0.540 0.46 0.34 0.00
C -3.276 0.329 0.738 0.07 -0.03 0.05
C -4.411 0.335 1.568 -0.05 -0.07 0.07
C -5.217 1.461 1.680 -0.02 0.05 -0.01
C -4.956 2.620 0.959 0.13 -0.08 0.00
C -3.889 2.614 0.063 -0.23 0.00 0.15
C -3.093 1.493 -0.052 0.59 -0.08 -0.85
N -2.042 1.395 -1.037 -1.17 0.37 0.74
N -2.298 2.135 -2.095 0.29 -0.13 -0.20
C -1.483 1.874 -3.160 -0.22 0.23 -0.04
C -1.539 2.801 -4.226 0.11 -0.15 0.01
C -0.670 2.658 -5.274 -0.01 -0.02 -0.07
C 0.225 1.582 -5.270 -0.02 -0.01 0.03
C 0.161 0.692 -4.214 -0.03 0.17 -0.06
N -0.675 0.804 -3.184 -0.05 -0.03 0.04
H -2.418 -5.494 2.702 0.01 -0.01 0.01
H -1.621 -5.105 0.377 -0.02 -0.05 0.03
H -1.670 -2.826 -0.577 -0.08 0.01 0.13
H -3.213 -1.308 3.083 0.11 -0.03 0.09
H -3.232 -3.555 4.023 -0.01 -0.01 0.03
H -4.671 -0.552 2.128 -0.07 0.12 -0.07
H -6.067 1.423 2.350 -0.04 0.01 0.03
H -5.577 3.497 1.068 -0.05 0.04 0.02
H -3.680 3.462 -0.573 -0.01 0.03 -0.05
H -2.245 3.616 -4.160 -0.02 0.03 0.01
H -0.677 3.372 -6.089 0.04 -0.01 -0.01
H 0.946 1.431 -6.061 0.01 0.02 -0.04
H 0.835 -0.152 -4.188 -0.15 0.28 0.00
C -1.337 -3.880 -3.074 -0.07 0.02 -0.02
C -0.139 -4.022 -2.143 0.10 -0.10 -0.06
Sb 0.951 -2.187 -1.882 -0.34 0.22 0.28
C 2.623 -3.163 -0.951 0.09 -0.04 0.02
C 3.425 -4.117 -1.827 0.13 -0.01 0.05
C 1.670 -2.241 -3.908 0.06 -0.11 -0.10
C 2.927 -1.414 -4.156 0.13 -0.02 -0.01
H -1.948 -4.785 -3.088 0.00 -0.04 0.00
H -1.018 -3.690 -4.099 0.03 0.04 -0.07
H -1.988 -3.054 -2.782 -0.01 0.01 0.03
H 0.580 -4.739 -2.542 -0.02 -0.10 -0.03
H -0.438 -4.376 -1.158 0.07 0.01 -0.05
H 2.160 -3.694 -0.117 0.00 -0.03 -0.06
H 3.262 -2.409 -0.490 0.00 -0.01 -0.04
H 2.800 -4.705 -2.496 -0.10 -0.07 -0.05
H 3.989 -4.827 -1.218 0.05 -0.01 0.04
H 4.147 -3.585 -2.446 -0.01 0.02 -0.03
H 0.853 -1.904 -4.548 0.03 -0.20 0.05
H 1.821 -3.298 -4.131 0.13 -0.04 -0.08
H 2.841 -0.408 -3.744 0.00 0.06 0.01
H 3.141 -1.309 -5.222 0.00 -0.04 -0.03
H 3.805 -1.868 -3.692 -0.04 0.00 0.01
N 5.047 4.492 -3.540 0.02 0.03 -0.01
C 4.203 3.900 -3.028 -0.15 -0.12 0.08
C 3.150 3.150 -2.390 0.30 0.21 -0.15
C 1.873 3.695 -2.265 -0.07 -0.13 0.02
C 0.875 2.952 -1.661 0.01 0.01 -0.06
C 1.065 1.649 -1.161 0.33 0.27 -0.10
C 2.380 1.171 -1.276 0.07 -0.14 0.01
C 3.408 1.883 -1.882 -0.13 -0.09 0.08
H 1.671 4.687 -2.648 0.01 0.06 -0.02
H -0.105 3.414 -1.589 -0.06 0.01 0.00
H 2.630 0.194 -0.861 -0.03 0.09 -0.02
H 4.403 1.462 -1.953 0.04 0.02 -0.02
```
Positions in Å, forces in eV/Å.

The value obtained for the HOMO energy (spin up / spin down) is -3.761 / -4.216 eV. Its electronic energy is -3808.0831 Eh. For the orbital gap (spin up / spin down), the calculation gives 5.72 / 6.17 eV. Its spin multiplicity is 3. Its molar mass is 1097.30 g/mol. As for the net charge: -1.

Entry 6:
# C17H14BrN6

A gas-phase ion, C17H14BrN6 (charge +1) in a non-equilibrium geometry (the ωB97M-V functional and the def2-TZVPD basis, the Open Molecules 2025 dataset).

```
38
Properties=species:S:1:pos:R:3:forces:R:3
Br 3.879 -2.692 1.993 0.15 0.15 0.71
C 2.646 -1.565 2.903 -0.56 -0.85 1.11
C 2.506 -1.379 4.292 0.74 0.30 0.53
C 1.500 -0.568 4.844 1.58 -0.20 -0.85
C 0.610 0.031 3.962 0.78 -0.33 1.55
C 0.712 -0.137 2.606 0.07 -0.53 0.71
C -0.240 0.616 1.818 -0.56 0.60 -4.76
C -0.445 0.221 0.429 -1.35 0.70 -1.03
C -1.409 0.898 -0.401 2.49 -3.59 0.24
N -1.721 0.479 -1.697 -0.67 1.66 0.90
C -1.543 -0.878 -2.298 0.97 -0.05 0.78
C -0.156 -1.139 -2.862 -0.24 3.64 -2.39
C 0.293 -0.361 -3.996 0.12 -1.86 1.55
C 1.482 -0.745 -4.597 0.03 -0.38 0.54
N 2.305 -1.623 -4.013 0.43 -1.61 2.29
C 2.003 -2.220 -2.791 -1.70 1.57 -2.59
C 0.691 -1.994 -2.273 2.09 -1.05 -0.44
N -2.028 1.945 0.182 -0.84 1.42 -3.25
N -2.814 2.921 -0.510 0.28 -0.84 0.86
C -3.023 3.850 0.484 -1.14 1.72 -2.39
N -2.496 3.613 1.611 2.45 -1.85 0.93
C -1.715 2.433 1.385 0.92 -0.98 2.66
N -0.817 1.773 2.186 -2.01 1.32 0.26
C 1.698 -1.037 2.104 -1.40 1.98 -1.27
H 3.261 -1.775 4.958 0.01 -0.15 -0.03
H 1.589 -0.221 5.887 -0.45 -0.72 -0.55
H -0.113 0.619 4.456 -0.95 0.95 -0.22
H 0.095 -0.555 -0.149 -0.31 0.37 1.05
H -2.579 0.934 -1.957 -0.18 -0.21 -0.62
H -1.655 -1.549 -1.461 -0.43 -0.66 0.13
H -2.289 -1.099 -3.078 0.04 0.60 0.59
H -0.249 0.485 -4.316 -0.79 0.57 -0.66
H 1.793 -0.403 -5.597 -0.13 0.12 0.70
H 2.688 -2.948 -2.338 -0.10 0.59 -0.38
H 0.252 -2.506 -1.472 0.13 -1.13 1.37
H -2.972 2.971 -1.547 0.46 -0.17 1.73
H -3.547 4.799 0.208 0.24 -1.13 0.48
H 1.807 -1.192 1.044 -0.19 0.03 -0.22
```
Positions in Å, forces in eV/Å.

The value obtained for the HOMO energy is -12.021 eV. Its electronic energy is -3558.4496 Eh. For the orbital gap, the calculation gives 8.00 eV. Its spin multiplicity is 1. Its molar mass is 382.24 g/mol. As for the structure (SMILES): Brc1cccc(-c2cc(NCc3ccncc3)[n+]3[nH]cnc3n2)c1. As for the net charge: +1.